(1)
The following is a quantum chemistry calculation of one molecule with the formula C4H7NO, from the Open Molecules 2025 dataset.

Structure (XYZ):
```
13
Properties=species:S:1:pos:R:3:forces:R:3:lowdin_charge:R:1
C -0.76969 -1.11184 0.57699 0.18 -0.20 0.54 -0.0783
C -0.56710 0.96367 -1.18275 0.18 0.12 -0.03 0.0599
O -0.14007 1.43703 -0.06888 -1.30 1.04 -0.60 -0.0910
C 1.02577 0.84280 0.46320 0.67 -2.01 0.05 -0.0969
C 0.73035 -0.79284 0.28888 -0.39 1.66 0.41 -0.5496
N 1.58625 -1.53206 -0.14400 0.46 -0.41 -0.25 0.0942
H -1.26280 -0.32543 1.15969 0.09 -0.18 0.03 0.0694
H -1.38089 -1.30131 -0.31452 0.37 0.08 -0.05 0.0694
H -0.75788 -2.03587 1.15073 -0.17 -0.06 0.05 0.0703
H -1.59213 1.19897 -1.43559 0.13 0.23 -0.14 0.1093
H 0.08617 0.35678 -1.80375 -0.13 -0.07 0.10 0.1140
H 1.15027 1.24319 1.47201 -0.13 -0.31 -0.14 0.1188
H 1.89175 1.05690 -0.16200 0.05 0.12 0.02 0.1104
```
Forces are in eV/Å.

The calculation puts the LUMO energy (spin up / spin down) at -1.2 / -2.2 eV. As for the HOMO energy (spin up / spin down): -7.1112 / -5.7918 eV. The value obtained for the HOMO-LUMO gap (spin up / spin down) is 5.9 / 3.5 eV.



(2)
The following is a quantum chemistry calculation of C43H31Cl5N2NiP2S2 as an isolated structure, from the Open Molecules 2025 dataset.

Structure (XYZ):
```
86
Properties=species:S:1:pos:R:3:forces:R:3:lowdin_charge:R:1
Ni 1.97824 -0.11362 -0.57876 -0.26 -0.16 -0.42 0.0654
S 1.38009 -1.93995 0.63449 0.02 -0.15 0.13 0.4267
P -0.40200 -1.34727 -0.11206 -0.13 0.05 0.01 0.4527
C -0.04961 -0.03719 -1.07523 0.07 0.02 0.17 -0.5619
P -1.09554 0.94670 -1.98379 0.05 -0.03 0.02 0.3468
S -0.33740 2.32736 -3.17194 -0.01 0.04 0.00 0.2133
C -2.32792 1.78600 -0.89853 0.03 0.02 0.07 -0.3323
C -1.95445 2.04378 0.41538 -0.10 0.07 -0.01 -0.0909
C -2.80460 2.73171 1.27370 0.02 -0.01 -0.04 -0.0913
C -4.04950 3.15508 0.82577 0.05 -0.05 0.00 -0.1152
C -4.42931 2.90424 -0.48875 0.03 -0.02 -0.01 -0.1058
C -3.56808 2.23419 -1.34725 -0.01 0.07 -0.01 -0.1066
C -2.20911 -0.11399 -3.01386 0.02 -0.04 -0.08 -0.3348
C -3.39087 -0.67857 -2.54601 -0.03 -0.08 0.01 -0.1065
C -4.13106 -1.55527 -3.33411 0.02 0.04 0.01 -0.0966
C -3.69941 -1.87110 -4.61335 0.02 0.02 0.02 -0.1208
C -2.53136 -1.29401 -5.10158 0.03 0.01 0.04 -0.1032
C -1.79794 -0.42140 -4.31067 -0.04 -0.10 0.00 -0.1211
C -1.14727 -2.82377 -0.91964 -0.01 -0.03 0.02 -0.3178
C -1.89509 -3.78111 -0.23861 0.00 -0.04 -0.04 -0.0952
C -2.36968 -4.90767 -0.90070 0.02 0.05 0.02 -0.1031
C -2.09064 -5.09068 -2.24863 0.01 0.02 0.00 -0.1113
C -1.32655 -4.15032 -2.92834 0.01 0.05 0.03 -0.0870
C -0.85592 -3.02516 -2.26557 -0.03 -0.05 -0.02 -0.0968
C -1.55368 -1.06526 1.30746 -0.02 0.01 0.01 -0.3141
C -1.02877 -0.62475 2.51955 -0.02 0.04 0.03 -0.1056
C -1.86040 -0.21102 3.55260 0.02 -0.01 -0.05 -0.0890
C -3.23953 -0.23839 3.38962 0.01 -0.02 -0.03 -0.1112
C -3.77752 -0.69259 2.19243 0.03 -0.01 -0.03 -0.0944
C -2.93957 -1.10146 1.16251 -0.03 0.00 0.05 -0.1046
H -0.98223 1.69127 0.73497 0.05 0.00 0.05 0.0666
H -2.49817 2.92571 2.29621 -0.01 -0.01 -0.02 0.0937
H -4.72354 3.67749 1.49549 0.01 0.01 0.00 0.0856
H -5.39710 3.23893 -0.84658 0.01 0.00 0.00 0.0876
H -3.85475 2.06453 -2.37958 0.00 0.02 0.03 0.1042
H -3.75055 -0.41317 -1.55916 0.01 -0.07 0.00 0.0833
H -5.04439 -1.99152 -2.94431 0.01 0.01 0.00 0.0932
H -4.26902 -2.55943 -5.22769 0.00 0.00 0.00 0.0875
H -2.18951 -1.52809 -6.10414 0.00 0.01 0.01 0.0921
H -0.89318 0.04437 -4.68421 0.00 0.01 0.00 0.0701
H -2.10632 -3.64783 0.81614 0.00 -0.02 -0.02 0.1000
H -2.95669 -5.64321 -0.36183 0.01 0.01 0.00 0.0893
H -2.46485 -5.96659 -2.76718 0.00 0.01 0.01 0.0880
H -1.10127 -4.28903 -3.97927 0.00 0.01 0.01 0.0991
H -0.25502 -2.28174 -2.77603 -0.01 0.01 -0.02 0.0828
H 0.04648 -0.60031 2.63976 -0.01 0.00 0.00 0.0487
H -1.42299 0.13946 4.48157 0.00 -0.01 -0.01 0.1003
H -3.89209 0.09397 4.18904 0.00 0.00 -0.01 0.0902
H -4.85260 -0.71631 2.05375 0.01 0.00 -0.01 0.0952
H -3.36995 -1.46711 0.23920 -0.02 0.04 -0.04 0.0872
C 0.90438 2.44130 2.60739 0.10 0.00 -0.02 -0.2026
N 1.49209 2.02372 1.35452 -0.08 0.22 0.04 0.0331
C 1.83825 2.94961 0.54278 0.07 -0.21 -0.08 -0.1276
C 2.40928 2.74242 -0.76233 -0.09 -0.06 0.11 -0.3383
C 2.94301 3.72390 -1.60274 -0.02 -0.05 0.01 -0.0982
C 3.39169 3.06045 -2.75142 -0.04 -0.02 0.04 -0.1350
C 3.09641 1.70875 -2.55494 0.03 0.12 0.02 -0.1995
N 2.51115 1.51590 -1.36441 0.07 0.18 0.02 -0.0365
C 1.58529 1.82329 3.80914 0.01 -0.06 -0.03 -0.2004
C 2.12755 0.54101 3.73103 0.01 0.00 -0.02 -0.0782
C 2.69861 -0.04894 4.84985 0.00 0.02 0.00 -0.0809
C 2.74426 0.63139 6.06157 -0.02 0.03 -0.03 -0.1195
C 2.21603 1.91287 6.14496 -0.01 -0.01 -0.06 -0.1163
C 1.64259 2.50176 5.02317 0.00 -0.05 0.02 -0.0620
H -0.14090 2.10942 2.63266 -0.06 -0.01 -0.01 0.0894
H 0.88452 3.53706 2.72292 0.03 0.05 0.01 0.1076
H 1.71675 4.00729 0.82591 0.01 0.02 -0.01 0.1162
H 2.98026 4.78333 -1.38936 -0.01 -0.02 -0.01 0.0807
H 3.84082 3.49517 -3.63186 0.00 0.00 0.01 0.0671
H 3.25422 0.88008 -3.22967 0.01 -0.01 0.00 0.0912
H 2.10994 0.02060 2.77854 0.03 0.04 0.05 0.0520
H 3.11764 -1.04529 4.76881 -0.01 0.02 -0.01 0.1025
H 3.19715 0.17035 6.93172 0.00 0.00 -0.01 0.0866
H 2.25717 2.45906 7.08083 0.00 0.00 -0.01 0.0866
H 1.23685 3.50656 5.08852 0.00 -0.01 0.00 0.1005
Cl 2.83034 -2.17843 -2.76564 0.04 0.00 -0.03 0.6608
C 4.11130 -1.67021 -1.69670 0.00 -0.01 0.04 -0.6786
C 3.80473 -0.75667 -0.68883 0.20 0.06 0.13 -0.2868
C 4.88620 -0.38097 0.10839 -0.04 -0.04 -0.06 -0.6629
Cl 4.61753 0.77313 1.37728 -0.04 0.01 0.01 0.7062
C 6.17494 -0.88290 -0.05810 0.00 0.00 0.00 -0.7072
Cl 7.47071 -0.38498 0.98254 0.01 -0.01 -0.02 0.6167
C 6.42939 -1.80172 -1.07164 -0.05 0.00 0.00 -0.7199
Cl 8.02165 -2.44943 -1.29403 0.00 0.01 0.00 0.6102
C 5.38529 -2.19655 -1.90173 -0.01 0.00 -0.01 -0.7061
Cl 5.69516 -3.33821 -3.17139 -0.02 0.02 0.01 0.6164
```
Forces are in eV/Å.

The calculation puts the LUMO energy at 4.1 eV. As for the HOMO energy: -1.7357 eV. As for the charge: -2. The value obtained for the HOMO-LUMO gap is 5.8 eV.



(3)
The following is a quantum chemistry calculation of one molecule with the formula C6H9NS, from the Open Molecules 2025 dataset.

Structure (XYZ):
```
17
Properties=species:S:1:pos:R:3:forces:R:3:lowdin_charge:R:1
C -3.12716 -0.00701 -0.24582 -1.03 0.42 -0.29 0.0200
C -1.92788 0.54704 -0.14322 -1.05 1.66 -0.32 -0.1803
N -0.77397 -0.10864 0.15412 0.96 0.13 -0.03 -0.1089
C -0.46100 -1.51561 0.38489 0.71 0.18 1.36 -0.0509
C 1.07068 -1.05162 0.44132 -1.63 0.69 0.94 -0.3187
C 1.96573 -1.55703 -0.60975 0.66 -0.42 -0.89 -0.0840
C 0.50254 0.34360 0.16811 0.89 0.66 0.13 -0.7759
S 1.25121 1.81796 0.01537 -0.88 -1.06 -0.02 0.6208
H -4.00120 0.62808 -0.46198 0.66 -0.31 0.08 0.0607
H -3.35318 -1.05603 -0.16276 0.26 -0.28 0.20 0.0470
H -1.82671 1.64922 -0.31426 0.22 -1.17 0.31 0.1270
H -0.73486 -2.13285 -0.45084 0.00 -0.41 -0.41 0.1113
H -0.87612 -1.93269 1.33352 0.21 0.40 -0.69 0.1313
H 1.52792 -1.02428 1.44026 -0.24 -0.39 -0.18 0.1453
H 2.72385 -0.79098 -0.82037 0.05 -0.40 0.05 0.0801
H 1.38080 -1.70411 -1.52081 0.18 -0.01 -0.13 0.0877
H 2.42054 -2.51944 -0.34077 0.04 0.31 -0.10 0.0875
```
Forces are in eV/Å.

The calculation puts the LUMO energy at 0.4 eV. As for the HOMO energy: -8.4347 eV. As for the SMILES: C=CN1C[C@@H](C)C1=S. The value obtained for the HOMO-LUMO gap is 8.9 eV.



(4)
The following is a quantum chemistry calculation of C32H33N7O5Ti as an isolated structure, from the Open Molecules 2025 dataset.

Structure (XYZ):
```
78
Properties=species:S:1:pos:R:3:forces:R:3:lowdin_charge:R:1
Ti 0.21013 -0.28905 0.13565 1.28 -1.22 -0.46 1.0618
C 4.71232 -0.78675 2.41060 0.13 -0.01 0.13 -0.0235
C 3.29367 -0.32639 2.24614 -0.26 -0.13 -0.32 -0.4084
O 2.85149 -0.34724 1.01008 -0.48 -0.74 0.93 -0.0440
C 2.54091 0.04674 3.30141 -0.27 0.13 0.37 -0.0305
C 1.19943 0.63573 3.32462 0.54 -0.16 0.24 -0.3177
C 0.73797 1.13834 4.67258 0.04 0.02 0.07 -0.0577
N 0.45165 0.76229 2.29136 -0.32 0.16 -0.17 0.0410
N -0.73734 1.46485 2.54776 0.34 -0.16 0.46 0.0910
C -1.36137 1.63729 1.43197 -0.32 0.34 -0.10 -0.4453
O -0.93868 1.23850 0.29864 -1.28 1.47 -0.20 -0.1536
C -2.66291 2.38054 1.46033 0.27 -0.20 0.02 -0.1226
C -3.20484 2.84126 2.65089 -0.22 0.17 0.28 -0.0385
C -4.42606 3.50399 2.65713 0.15 -0.07 0.05 -0.1092
C -5.11653 3.70554 1.46847 -0.02 0.01 -0.02 -0.1252
C -4.57760 3.24136 0.27770 0.13 -0.08 -0.06 -0.0889
C -3.35229 2.58086 0.27545 -0.21 0.06 -0.23 -0.0092
H 5.34984 -0.24238 1.70985 0.00 0.00 0.01 0.0803
H 4.77808 -1.84528 2.14822 0.01 0.01 -0.03 0.0824
H 5.07845 -0.63971 3.42815 0.01 -0.02 -0.02 0.0660
H 3.01930 -0.03232 4.27120 -0.03 0.02 0.02 0.0842
H 1.50893 0.97872 5.42837 -0.04 0.00 -0.03 0.0563
H -0.17780 0.62271 4.96803 0.00 0.00 -0.01 0.0730
H 0.49033 2.19864 4.62062 0.01 0.01 0.00 0.0661
H -2.65480 2.66466 3.56689 -0.02 0.01 -0.02 0.1025
H -4.84197 3.86137 3.59206 0.00 0.00 0.02 0.0863
H -6.07183 4.21798 1.47379 -0.01 0.00 -0.01 0.0847
H -5.11142 3.38143 -0.65496 0.01 0.00 -0.01 0.0930
H -2.91884 2.19720 -0.63932 -0.03 0.00 0.01 0.1091
C 0.69911 -3.02966 3.39540 0.05 -0.07 0.10 -0.0223
C -0.11860 -2.31125 2.35544 -0.32 0.05 -0.09 -0.4640
O 0.53848 -1.76643 1.41344 0.42 -0.81 0.68 -0.1739
C -1.49571 -2.30304 2.43212 0.01 0.13 -0.05 -0.0335
C -2.30305 -1.78632 1.36531 0.14 -0.26 0.18 -0.3285
C -3.79597 -1.94319 1.45019 -0.08 -0.03 0.02 -0.0508
N -1.75449 -1.24331 0.32630 -0.52 0.21 -0.25 -0.0208
N -2.64633 -0.87908 -0.69021 0.02 -0.06 0.25 0.0797
C -1.97626 -0.36673 -1.68464 -0.47 0.08 0.10 -0.4926
O -0.71305 -0.26313 -1.77270 -0.08 0.17 -0.16 -0.1236
C -2.82445 0.21181 -2.78262 0.30 -0.15 -0.06 -0.1360
C -4.20687 0.34168 -2.68061 -0.13 0.00 0.01 -0.0460
C -4.93725 0.90809 -3.71724 0.03 -0.04 0.08 -0.1101
C -4.29570 1.35456 -4.86941 -0.06 -0.01 0.07 -0.1302
C -2.91873 1.23484 -4.96919 0.12 -0.06 0.09 -0.1025
C -2.18917 0.66863 -3.92712 0.07 0.15 -0.33 -0.0217
H 1.35647 -3.74392 2.89355 -0.01 0.01 0.01 0.0828
H 1.33702 -2.31389 3.91834 0.00 0.00 -0.02 0.0634
H 0.06669 -3.55486 4.11323 0.03 0.00 0.00 0.0637
H -1.98713 -2.77776 3.27024 -0.01 -0.02 0.00 0.0774
H -4.07204 -2.45024 2.37631 0.00 0.02 -0.03 0.0587
H -4.27216 -0.96047 1.41129 0.01 -0.02 0.00 0.0719
H -4.17187 -2.50280 0.59264 0.01 0.00 0.02 0.0682
H -4.68256 -0.00219 -1.77002 -0.01 0.01 -0.05 0.1038
H -6.01327 1.00695 -3.62466 0.00 0.00 0.00 0.0864
H -4.86661 1.79868 -5.67680 -0.01 0.00 0.00 0.0831
H -2.40781 1.58516 -5.85886 0.01 0.00 0.00 0.0893
H -1.11082 0.57400 -3.97715 -0.04 0.00 0.01 0.1147
N 1.33536 -1.79667 -1.07081 0.19 -0.17 -0.24 0.1181
C 2.26881 -2.00279 -1.73596 0.35 -0.07 -0.14 -0.1531
C 3.39093 -2.24637 -2.52995 -0.06 -0.03 -0.06 -0.2509
C 3.47462 -1.73683 -3.88021 0.01 -0.08 0.20 -0.0973
C 4.56311 -2.00741 -4.66398 0.16 -0.12 0.12 -0.1767
C 5.65247 -2.79061 -4.18933 -0.18 0.05 0.07 -0.1797
C 5.58405 -3.27775 -2.85753 -0.04 0.08 -0.14 -0.1791
C 4.50859 -3.02355 -2.04820 -0.10 0.07 -0.07 -0.0997
H 2.65781 -1.13082 -4.25545 0.02 -0.02 -0.01 0.0904
H 4.59439 -1.60933 -5.67427 -0.01 0.01 0.00 0.0720
H 6.50679 -3.00325 -4.82023 -0.01 0.01 0.01 0.0477
H 6.40823 -3.86596 -2.46358 0.00 0.00 0.01 0.0720
H 4.48462 -3.39786 -1.03085 0.00 0.01 -0.02 0.0875
N 2.35009 2.94016 -1.69611 0.06 -0.08 0.02 0.1098
C 2.49436 1.76679 -0.91238 0.09 -0.44 0.01 -0.6433
N 3.65799 1.43301 -0.39078 0.09 0.83 -0.62 0.0935
O 1.46490 1.07472 -0.76074 0.04 0.74 -0.27 -0.1110
H 3.09176 3.03745 -2.37520 0.02 0.04 0.04 0.0664
H 1.44660 2.90831 -2.14949 0.02 -0.01 -0.02 0.0805
H 4.38106 2.11241 -0.58654 0.03 -0.07 0.08 0.0518
H 3.37740 0.33935 0.40532 0.48 0.33 -0.45 0.0111
```
Forces are in eV/Å.

The calculation puts the LUMO energy (spin up / spin down) at 4.5 / 4.5 eV. As for the HOMO energy (spin up / spin down): 1.1083 / -1.7335 eV. As for the charge: -2. Its expectation value of S² is 2.020. As for the spin multiplicity: 3. The value obtained for the HOMO-LUMO gap (spin up / spin down) is 3.4 / 6.2 eV.



In the order shown, the computed energy above the lowest of the compared OMol25 structures with the same formula, charge and spin values come out to 6.778 0.032 1.194 0.000 eV.